Computed, not measured: 3 unconnected molecules or ions with the total composition C30H62ClIN2O9P, with ωB97M-V/def2-TZVPD.

```
106
Properties=species:S:1:pos:R:3:forces:R:3:mulliken_charge:R:1
C -3.0403 0.9692 -7.1749 -0.045 -0.058 -0.032 -1.316
C -3.6156 0.4976 -5.8268 0.165 0.138 -0.008 0.148
C -3.0098 -0.8201 -5.3062 0.144 0.018 -0.090 -1.342
C -2.2620 -0.6645 -3.9836 0.215 -0.177 -0.313 0.132
N -3.2149 -0.5248 -2.8912 -0.337 0.130 0.074 -0.151
C -2.7495 -0.5169 -1.5068 0.058 0.180 0.178 1.764
C -1.8606 -1.7460 -1.0955 0.266 0.382 0.067 -1.023
I -2.6561 -3.5860 -1.9046 -0.025 -0.039 -0.136 0.114
C -0.3528 -1.7415 -1.4075 0.258 -0.235 0.200 -0.673
C 0.4752 -1.1585 -0.2432 -0.069 -0.030 -0.277 -1.018
C -4.0890 -0.5311 -0.6300 -0.113 -0.308 -0.535 -0.188
C -4.5228 -1.7382 0.2395 -0.213 0.326 0.471 -1.927
C -3.6800 -2.4831 1.2986 -0.098 -0.360 0.107 -0.994
C -2.6670 -1.7917 2.2142 -0.256 -0.252 0.209 0.643
C -1.6222 -2.7750 2.7400 0.184 -0.050 0.054 -1.418
C -0.3577 -2.0690 3.2285 -0.071 -0.324 -0.034 0.465
C 0.8197 -3.0317 3.4082 0.227 0.246 0.119 -1.100
C 2.1857 -2.3377 3.3136 -0.059 -0.058 0.102 -0.441
C 2.2982 -1.0409 4.1351 0.023 0.251 -0.122 -1.103
C 2.3009 0.2494 3.3108 0.046 0.218 0.020 -0.394
O 1.0649 0.9355 3.4697 -0.176 -0.152 -0.143 -0.368
C 1.0677 2.2042 2.8549 0.162 -0.085 -0.079 -0.556
N -4.4280 0.7971 0.0638 -0.418 -0.221 0.124 0.022
C -3.8960 1.0859 1.4282 0.190 0.245 0.120 -0.597
O -4.3685 2.3511 1.7400 -0.035 -0.114 0.235 -0.465
C -3.7841 2.8758 2.9385 -0.053 0.117 0.076 -0.779
C -4.3628 1.9407 -0.8974 -0.050 0.079 -0.713 -1.313
C -3.0306 2.0056 -1.6399 0.155 -0.057 0.624 -0.364
C -2.0622 0.8770 -1.2611 -0.201 -0.318 -0.462 -0.106
P -0.3642 1.2125 -2.0521 -0.050 0.263 0.285 0.325
O 0.0638 2.1435 -0.7668 0.169 0.192 -0.200 -0.307
Cl -0.7484 2.7247 -3.4491 -0.154 -0.105 -0.077 -0.335
H -2.0707 0.5085 -7.3788 -0.016 0.076 0.044 0.339
H -2.8981 2.0510 -7.1920 -0.056 -0.048 -0.017 0.332
H -3.7011 0.7167 -8.0060 0.071 -0.050 0.030 0.327
H -3.4092 1.2765 -5.0843 -0.159 -0.073 0.024 -0.229
H -4.7000 0.4129 -5.9133 0.027 0.063 0.109 0.446
H -2.2783 -1.1955 -6.0277 -0.136 -0.028 -0.014 0.517
H -3.7663 -1.6053 -5.2012 0.035 0.014 0.001 0.401
H -1.6381 0.2306 -4.0838 -0.049 -0.017 0.189 0.054
H -1.5839 -1.5197 -3.8666 -0.127 0.023 0.104 0.051
H -3.9379 -1.2232 -3.0242 0.087 -0.092 0.097 0.749
H -1.9083 -1.8277 -0.0091 -0.192 -0.315 -0.346 0.060
H -0.1040 -1.2535 -2.3464 -0.154 -0.076 0.047 0.117
H -0.0421 -2.7805 -1.5247 0.026 0.088 -0.049 0.851
H 1.4100 -0.7351 -0.6167 0.005 -0.049 0.081 0.488
H -0.0530 -0.3664 0.2955 0.095 -0.022 0.021 -0.081
H 0.7203 -1.9475 0.4727 -0.070 0.131 -0.010 0.275
H -4.8798 -0.5089 -1.3865 0.151 0.009 -0.041 0.354
H -5.4734 -1.4188 0.6964 0.144 0.052 0.067 0.636
H -4.8503 -2.5004 -0.4666 0.076 0.038 -0.055 0.501
H -4.4088 -2.9926 1.9384 0.032 0.019 -0.060 0.464
H -3.1576 -3.3040 0.8007 -0.085 0.143 -0.035 0.276
H -3.1858 -1.3677 3.0793 0.127 0.363 -0.121 0.824
H -2.1118 -1.0132 1.6912 -0.103 0.303 0.020 -0.879
H -1.3515 -3.4788 1.9426 -0.033 0.046 0.002 0.326
H -2.0402 -3.3702 3.5589 -0.025 -0.085 -0.162 0.547
H -0.0774 -1.2946 2.5029 -0.078 0.006 0.248 -0.369
H -0.5787 -1.5898 4.1853 0.074 0.285 -0.168 0.516
H 0.7703 -3.8064 2.6360 0.021 -0.084 0.145 0.343
H 0.7611 -3.5169 4.3882 -0.160 -0.126 -0.150 0.423
H 2.4029 -2.1257 2.2598 0.046 0.020 0.084 0.195
H 2.9579 -3.0298 3.6556 -0.039 -0.050 -0.166 0.390
H 1.4596 -0.9428 4.8289 0.137 -0.092 0.102 0.473
H 3.2099 -1.0669 4.7353 -0.076 -0.018 -0.018 0.450
H 2.4557 0.0265 2.2434 0.006 0.050 0.031 0.222
H 3.1084 0.9272 3.6197 0.014 -0.095 0.037 0.553
H 0.0347 2.5488 2.7953 0.035 0.005 0.025 0.067
H 1.6521 2.9239 3.4402 0.007 -0.003 -0.054 0.373
H 1.4868 2.1577 1.8376 -0.101 0.011 0.123 0.226
H -5.4285 0.6856 0.2419 0.033 0.034 0.057 0.644
H -4.3097 0.3322 2.0958 0.016 -0.180 0.049 0.510
H -2.8099 1.0230 1.4536 0.074 0.044 -0.135 0.417
H -2.8595 3.4075 2.7008 0.016 -0.129 0.033 0.296
H -4.4981 3.5761 3.3675 0.026 -0.048 -0.083 0.306
H -3.5923 2.0813 3.6639 0.016 0.038 -0.021 0.348
H -4.5913 2.8601 -0.3695 0.055 -0.152 0.133 0.465
H -5.1787 1.7635 -1.6022 0.082 -0.098 0.046 0.430
H -2.5394 2.9413 -1.3770 -0.056 0.082 -0.261 0.842
H -3.2341 1.9535 -2.7045 0.121 0.194 -0.006 -0.099
H -1.8223 0.9645 -0.2007 0.230 -0.070 -0.070 -0.356
H 0.8936 2.6064 -0.9585 0.091 -0.004 0.207 0.251
C 6.3139 4.3158 -0.7864 0.081 -0.020 0.060 -0.674
O 4.9069 4.0463 -0.8730 -0.027 -0.018 0.003 -0.255
C 4.3116 4.5968 -1.9271 0.030 0.020 -0.027 0.666
O 4.8360 5.2677 -2.7734 -0.023 -0.025 0.034 -0.539
O 3.0122 4.2743 -1.8899 0.004 -0.044 0.041 -0.190
C 2.2415 4.8023 -2.9788 -0.057 -0.083 0.077 -0.549
H 6.6537 3.8089 0.1110 -0.023 -0.004 0.006 0.204
H 6.8308 3.9237 -1.6595 -0.013 0.028 -0.024 0.310
H 6.4917 5.3858 -0.7046 -0.008 0.004 -0.035 0.317
H 2.6047 4.4192 -3.9303 0.031 0.017 0.007 0.322
H 2.2656 5.8897 -2.9868 0.050 -0.005 0.027 0.344
H 1.2389 4.4391 -2.7849 -0.086 0.137 -0.141 0.050
C 8.4891 -4.7646 2.9907 0.069 -0.063 0.021 -0.616
O 8.4260 -3.5139 2.2941 -0.015 0.023 -0.012 -0.341
C 7.2174 -2.9680 2.2493 0.001 -0.009 0.012 0.795
O 6.2107 -3.4253 2.7287 0.015 0.007 -0.005 -0.546
O 7.2998 -1.8158 1.5790 0.004 -0.018 0.016 -0.328
C 6.0551 -1.1303 1.4627 -0.143 0.121 -0.087 -0.570
H 9.5277 -5.0746 2.9388 0.002 0.022 -0.013 0.218
H 8.1855 -4.6389 4.0278 -0.036 0.003 -0.008 0.296
H 7.8516 -5.5024 2.5079 -0.031 0.015 0.013 0.295
H 5.6584 -0.8825 2.4463 -0.018 -0.037 0.008 0.253
H 5.3322 -1.7390 0.9206 -0.016 -0.032 0.057 0.283
H 6.2547 -0.2209 0.9036 0.109 -0.013 0.012 0.253
```
Forces are in eV/Å.

The calculation puts the HOMO energy at -0.430 Ha. As for the charge: +1. As for the spin multiplicity: 1. The value obtained for the molar mass is 788.162 u.

---

Computed, not measured: C2H6N2O in the gas phase, with ωB97M-V/def2-TZVPD.

```
11
Properties=species:S:1:pos:R:3:forces:R:3:mulliken_charge:R:1
C 0.1819 0.0607 0.1552 -5.083 0.559 0.408 0.395
C -0.0835 -0.2897 1.5858 0.052 0.139 0.094 -0.895
O 0.6968 1.3444 0.0180 1.500 -0.426 -0.439 -0.497
N -0.6600 -0.4403 -0.7600 2.692 -1.245 3.086 -0.307
N -0.1123 -0.3709 -1.9746 2.003 2.096 -0.234 -0.421
H 0.0814 1.9013 -0.4809 0.089 -0.419 -0.172 0.333
H 0.9472 -0.1666 -1.7256 -2.735 -1.019 -3.001 0.309
H -0.6207 -0.9224 -2.6674 1.303 0.321 0.196 0.254
H -0.7480 0.4438 2.0522 0.082 0.036 0.031 0.230
H 0.8548 -0.2853 2.1393 0.032 -0.034 0.096 0.289
H -0.5376 -1.2748 1.6580 0.065 -0.010 -0.064 0.310
```
Forces are in eV/Å.

The calculation puts the HOMO energy at -0.278 Ha. The SMILES is C/C(O)=N/N. As for the charge: 0. As for the spin multiplicity: 1. The value obtained for the relative energy (zero: lowest compared OMol25 entry of this formula, charge and spin) is 3.862 eV. The value obtained for the molar mass is 74.083 u.

---

Computed, not measured: 2 unconnected molecules or ions with the total composition C26H36IN2O11P2S, with ωB97M-V/def2-TZVPD.

```
79
Properties=species:S:1:pos:R:3:forces:R:3:mulliken_charge:R:1
C 0.1546 0.7081 4.0863 -0.925 -0.325 -0.454 -0.925
C -0.4021 -0.1858 3.1826 0.929 0.958 -0.548 -0.586
P 0.3854 -1.8733 2.7424 -0.263 1.834 1.803 1.024
O 1.5054 -1.8776 4.0506 0.148 0.336 -0.593 -0.799
C -0.8701 -2.5552 3.9896 -0.629 -0.091 -0.833 -1.548
C -2.0864 -3.2623 3.3776 -0.324 -0.323 1.411 -0.229
C -2.8207 -4.0726 4.4875 0.530 -0.715 -1.348 -0.511
C -3.7854 -5.0889 3.8377 -0.361 0.408 0.147 -1.232
S 1.2824 -3.8950 2.2697 -0.977 -2.287 -0.278 1.398
C 3.0381 -3.9878 2.7087 -0.204 -0.203 0.278 -1.104
O 0.6321 -4.8777 3.1524 0.399 0.468 0.604 -0.766
O 1.0890 -4.3235 0.8812 0.733 0.750 -0.259 -0.725
O -0.5721 -2.1589 1.3799 0.994 0.449 -0.430 -0.319
C -0.2484 -1.2638 0.3415 -1.136 0.352 -0.309 -1.127
C -0.7195 -1.8045 -1.0197 0.444 -0.102 0.580 0.624
C -2.2252 -1.9039 -0.9711 0.106 -0.300 -0.150 -0.506
N -3.0391 -0.9369 -1.0869 0.329 -0.024 0.019 -0.830
C 1.2234 -0.7821 0.4334 0.334 0.498 0.256 1.658
C 1.5310 0.7070 0.0831 -0.342 0.099 -0.644 -1.311
C 0.4817 1.5203 -0.7069 -0.108 -0.057 -0.181 0.122
C 0.8155 1.7510 -2.1674 0.302 -0.220 -0.820 0.050
O 1.9409 1.8604 -2.5783 0.200 0.229 0.441 -0.619
N -0.2837 1.9315 -3.1190 -0.522 0.079 0.635 -0.091
C -0.4328 0.8294 -4.0345 -0.010 -0.737 -0.606 -0.485
C 0.5413 0.5340 -4.9924 0.333 0.563 0.195 -0.217
C 0.4263 -0.5411 -5.8554 -0.159 -0.022 0.111 -0.685
C -0.6918 -1.3646 -5.7781 -0.103 -0.073 -0.051 -0.340
C -1.6909 -1.0697 -4.8635 0.103 0.104 0.189 -0.639
C -1.5572 0.0173 -4.0068 -0.266 0.194 0.337 -0.022
P 2.5649 -1.9096 -0.3128 0.159 -1.208 0.889 0.158
O 3.9333 -1.0604 0.0989 -0.526 0.248 -0.192 -0.553
I 2.4575 -1.7645 -2.7837 0.062 0.467 -0.307 -0.191
O 1.5785 -0.9628 1.7979 0.771 -1.119 -0.757 -0.698
H -0.2865 0.7992 5.0835 -0.881 1.490 -0.607 0.236
H 0.9895 1.3631 3.8388 1.296 -1.468 0.682 0.273
H -1.3543 0.0586 2.6895 -1.027 -1.272 1.615 0.359
H 2.2129 -1.2484 3.8758 -0.029 0.046 0.032 0.344
H -0.3659 -3.1618 4.7399 0.149 -0.166 -0.332 0.610
H -1.2629 -1.6898 4.5372 0.224 -0.023 -0.019 0.528
H -2.7947 -2.5277 2.9824 0.198 -0.090 -0.388 0.278
H -1.8073 -4.0022 2.6298 0.121 0.322 -0.206 0.342
H -2.0311 -4.6628 4.9630 -0.145 0.253 0.401 0.341
H -3.3342 -3.4181 5.1930 0.128 -0.111 0.161 0.383
H -3.4528 -5.3811 2.8388 0.178 0.031 0.109 0.345
H -4.7751 -4.6375 3.7030 -0.013 -0.195 0.056 0.275
H -3.8807 -6.0087 4.4212 -0.148 0.145 0.058 0.356
H 3.4649 -4.8252 2.1553 -0.067 0.235 -0.285 0.406
H 3.5555 -3.0445 2.5477 0.014 -0.101 -0.174 0.215
H 3.0436 -4.2649 3.7627 -0.007 0.294 -0.005 0.376
H -0.9490 -0.4307 0.5290 0.656 0.480 -0.080 0.102
H -0.2374 -2.7674 -1.2087 -0.164 -0.027 0.032 0.346
H -0.3550 -1.1070 -1.7795 -0.354 -0.004 -0.115 -0.558
H -2.6343 -2.8964 -0.7701 -0.024 0.076 -0.044 0.581
H -2.4859 -0.0863 -1.2408 -0.205 0.085 -0.013 0.394
H 1.7560 1.2434 1.0063 -0.204 -0.241 0.121 0.093
H 2.4462 0.7484 -0.5181 -0.063 0.073 0.076 0.826
H 0.4763 2.5314 -0.2796 -0.146 -0.025 -0.086 0.328
H -0.5445 1.1629 -0.6295 0.087 -0.039 0.061 0.183
H -0.1023 2.7668 -3.6662 0.259 -0.030 0.014 0.475
H 1.4178 1.1729 -5.0312 0.001 -0.121 -0.010 0.346
H 1.2274 -0.7356 -6.5590 -0.097 -0.056 -0.004 0.385
H -0.7989 -2.2329 -6.4187 0.088 0.083 -0.024 0.379
H -2.5800 -1.6830 -4.7729 0.081 -0.030 -0.106 0.419
H -2.3503 0.2333 -3.3009 0.061 0.015 -0.053 0.582
H 3.7421 -0.4206 0.7993 0.005 0.031 -0.053 0.427
C 0.5365 5.2004 -1.9166 -0.078 0.044 -0.146 0.011
C 1.1030 5.6710 -0.7982 -0.030 -0.395 -0.045 -0.011
C 1.2989 7.1441 -0.5724 -0.052 0.392 -0.184 0.812
O 1.8035 7.5040 0.4743 0.042 -0.212 0.083 -0.641
C 0.8785 8.0635 -1.6198 0.071 -0.001 0.160 -1.057
C 0.3158 7.5888 -2.7378 0.055 0.415 0.050 0.341
C 0.0970 6.1179 -2.9508 0.062 -0.432 0.185 1.005
O -0.4364 5.7610 -3.9857 0.000 0.226 -0.118 -0.681
O -0.0879 8.3762 -3.7328 -0.030 -0.284 -0.005 -0.578
O 1.5260 4.8778 0.1814 0.006 0.327 -0.013 -0.466
H 0.3876 4.1474 -2.0916 -0.010 0.060 0.075 0.149
H 1.0389 9.1194 -1.4548 -0.015 0.003 -0.016 0.423
H -0.4565 7.7782 -4.4110 -0.022 -0.012 -0.024 0.369
H 1.8894 5.4665 0.8699 0.006 -0.025 0.048 0.369
```
Forces are in eV/Å.

The calculation puts the HOMO energy at -0.154 Ha. As for the charge: -1. As for the spin multiplicity: 1. The value obtained for the molar mass is 773.496 u.

---

Computed, not measured: C4H6N2O2 in the gas phase, with ωB97M-V/def2-TZVPD.

```
14
Properties=species:S:1:pos:R:3:forces:R:3:mulliken_charge:R:1
C -0.2854 -0.1214 0.8142 0.489 -3.522 0.413 0.225
C -1.3975 -0.9522 0.2129 0.584 -0.589 -0.730 -0.450
C -0.4213 -0.6193 -0.8598 0.366 1.724 0.473 -0.216
C 0.5787 0.9964 0.5046 -0.135 2.275 -4.267 0.481
H 1.1290 -1.3663 0.4880 0.385 -0.319 0.584 0.447
H -2.3900 -0.5549 0.0168 0.193 -0.101 -0.125 0.272
H -1.2978 -2.0120 0.3993 -0.640 0.142 1.462 0.287
H -0.8594 0.0755 -1.5477 0.405 0.803 -0.282 0.327
H 1.5079 1.2027 -1.3790 -0.215 -1.130 1.337 0.336
H -0.2002 2.4958 1.1626 -0.767 0.795 0.902 0.274
N 1.5225 0.5147 -0.5708 0.354 0.056 -0.275 -0.321
N 0.5115 2.2713 0.5079 0.384 -1.543 0.717 -0.722
O 0.6151 -1.1593 1.2970 -0.539 0.994 0.164 -0.533
O 0.9868 -0.7711 -1.0459 -0.866 0.416 -0.372 -0.407
```
Forces are in eV/Å.

The calculation puts the HOMO energy at -0.330 Ha. The SMILES is [H]/N=C1/NO[C@H]2C[C@]12O. As for the charge: 0. As for the spin multiplicity: 1. The value obtained for the relative energy (zero: lowest compared OMol25 entry of this formula, charge and spin) is 7.600 eV. The value obtained for the molar mass is 114.104 u.